{
  "formula": "C4H6N2",
  "method": "ωB97M-V/def2-TZVPD",
  "species": ["N", "C", "C", "C", "N", "C", "H", "H", "H", "H", "H", "H"],
  "positions_angstrom": [[-1.0270, -1.2315, -0.3785], [0.1055, -0.6951, -1.0911], [-0.8847, 0.1970, -0.4933], [-0.1386, 0.7145, 1.5405], [1.0875, 0.1100, 1.1584], [0.6789, 0.3415, -0.1958], [-0.8011, -1.5394, 0.5693], [0.3149, -0.8640, -2.1374], [-1.5784, 0.8654, -0.9823], [0.0006, 1.7915, 1.3092], [1.0878, -0.8838, 1.3792], [1.1547, 1.1940, -0.6782]],
  "forces_ev_per_angstrom": [[0.02, -0.06, 0.18], [0.17, -0.05, -0.20], [-0.37, 0.24, -0.10], [0.17, 0.09, 0.02], [-0.20, -0.12, 0.09], [0.24, 0.09, -0.20], [-0.01, 0.05, -0.07], [-0.01, 0.04, 0.17], [0.12, -0.09, 0.09], [-0.06, -0.17, 0.00], [0.03, 0.12, -0.03], [-0.09, -0.13, 0.07]],
  "lowdin_charge": [0.0729, -0.1793, -0.2132, 0.0524, -0.0937, -0.2630, 0.0827, 0.1345, 0.1369, 0.0250, 0.0972, 0.1475],
  "relative_energy_ev": 6.834,
  "gap_ev": 9.4,
  "total_charge": 0,
  "fmax_ev_per_a": 0.45
}

---

{
  "formula": "C8H8O4",
  "method": "ωB97M-V/def2-TZVPD",
  "species": ["O", "C", "C", "C", "O", "C", "C", "C", "O", "C", "O", "C", "H", "H", "H", "H", "H", "H", "H", "H"],
  "positions_angstrom": [[-1.4548, 2.1372, 0.7915], [-0.3493, 1.3160, 0.7709], [-0.7313, 0.0029, 0.7579], [-1.7359, -0.7639, 1.5240], [-1.6916, -2.1035, 0.9893], [-0.7515, -2.2148, 0.0329], [-0.0587, -1.0336, -0.1150], [1.0468, -0.8092, -0.9818], [2.3490, -1.4187, -0.5215], [1.2472, 0.7562, -1.1979], [0.1169, 1.4850, -1.6397], [0.6177, 1.7579, -0.4056], [-1.8316, 1.8985, -0.0126], [-0.0508, 1.4231, 1.9460], [-2.4415, -0.3915, 2.0514], [-0.6369, -3.4074, -0.2417], [0.8552, -1.0623, -2.1509], [2.3757, -1.1372, 0.2439], [2.1793, 0.7866, -1.4235], [0.9461, 2.7787, -0.4175]],
  "forces_ev_per_angstrom": [[-0.37, 1.73, 1.22], [2.85, 4.19, 3.71], [-2.30, -9.70, -0.06], [8.56, -1.47, -8.16], [-1.01, 2.23, 1.40], [0.32, -2.17, 1.04], [-2.96, -0.64, 1.68], [1.84, 1.69, -3.79], [-2.88, -3.03, -12.83], [-4.40, -3.25, 2.76], [-0.52, -1.11, -2.88], [-1.03, 0.29, 4.01], [-2.06, -0.04, -2.40], [0.88, 0.40, -2.83], [-4.91, 1.51, 3.70], [0.02, 3.71, 0.25], [0.58, -0.37, 2.92], [0.92, 4.06, 12.30], [5.84, 1.61, -2.94], [0.62, 0.36, 0.89]],
  "lowdin_charge": [0.0331, -0.3394, -0.0913, 0.0948, -0.0373, -0.0563, -0.1319, -0.1913, 0.0704, -0.1595, 0.0726, -0.1850, 0.0689, 0.2160, 0.0497, 0.2004, 0.2094, -0.0651, 0.0877, 0.1541],
  "relative_energy_ev": 7.024,
  "gap_ev": 9.5,
  "total_charge": 0,
  "fmax_ev_per_a": 13.49
}

---

{
  "formula": "C4H6NO3",
  "method": "ωB97M-V/def2-TZVPD",
  "species": ["O", "C", "O", "C", "C", "C", "O", "N", "H", "H", "H", "H", "H", "H"],
  "positions_angstrom": [[-0.9847, 2.3694, 1.4047], [1.8124, -0.3926, -0.1118], [1.5479, 0.1626, -1.1601], [1.6716, -0.2698, 1.2207], [-1.0897, -1.0370, -1.2378], [-1.7140, -0.0935, -2.0193], [-2.1209, -0.2320, -3.2323], [2.6442, -0.9084, 2.0393], [0.9192, 0.3306, 1.7359], [-0.9285, -0.7985, -0.2059], [-1.5264, -1.9815, -1.5153], [-1.6901, 0.9998, -1.5544], [2.1501, -1.3257, 2.8141], [-0.6909, 3.1764, 1.8223]],
  "forces_ev_per_angstrom": [[0.25, -0.86, -0.18], [-2.96, 4.49, -7.21], [2.52, -2.75, 3.87], [4.22, -2.70, 6.36], [-1.11, -1.26, 0.84], [0.21, 3.94, -2.99], [0.51, -0.02, 2.96], [-2.82, 0.73, -3.88], [-1.20, -0.24, -0.86], [-0.03, -0.02, 0.33], [0.76, -1.01, 0.22], [-0.38, -1.75, -0.82], [-0.15, 1.05, 1.16], [0.17, 0.41, 0.20]],
  "lowdin_charge": [-0.5195, -0.0752, 0.1537, -0.1722, -0.0152, -0.4197, -0.1220, 0.0514, 0.1106, 0.0163, 0.0422, 0.1325, 0.0088, -0.1916],
  "relative_energy_ev": 11.245,
  "gap_ev": 3.4,
  "total_charge": -1,
  "fmax_ev_per_a": 8.99
}

---

{
  "formula": "C2H4N2O2",
  "method": "ωB97M-V/def2-TZVPD",
  "species": ["H", "N", "C", "O", "C", "N", "O", "H", "H", "H"],
  "positions_angstrom": [[0.7009, 1.8313, 0.3261], [0.8393, 1.0880, -0.3619], [0.9508, -0.1471, 0.1019], [2.0871, -0.8632, 0.0767], [-0.3134, -0.7293, 0.2867], [-1.1556, 0.3132, 0.1963], [-2.3383, -0.0116, -0.4375], [2.7987, -0.3152, -0.2815], [-0.5797, -1.7695, 0.1626], [-2.9898, 0.6035, -0.0693]],
  "forces_ev_per_angstrom": [[0.10, -0.02, -0.79], [3.46, -0.59, 1.54], [1.69, 3.52, -1.98], [-1.07, -0.48, 0.38], [-3.32, 0.41, -0.30], [-0.69, -2.68, 0.22], [0.04, -0.80, 1.15], [-0.18, 0.45, 0.06], [-0.22, 0.01, -0.03], [0.20, 0.18, -0.26]],
  "lowdin_charge": [0.0657, 0.0439, -0.4814, 0.0974, -0.0708, 0.0103, -0.0099, 0.1185, 0.1197, 0.1066],
  "relative_energy_ev": 6.374,
  "gap_ev": [7.0, 7.0],
  "total_charge": 0,
  "fmax_ev_per_a": 4.38
}